{
  "formula": "C25H21N5O4SeTi",
  "method": "ωB97M-V/def2-TZVPD",
  "orbital_gap_ev": 6.874,
  "charge": 0,
  "spin_multiplicity": 1,
  "e_tot_ev": -130370.939,
  "relative_energy_kcal_mol": 53.27,
  "lumo_ha": -0.0198,
  "elements": ["Ti", "C", "N", "C", "C", "C", "C", "C", "C", "N", "C", "C", "C", "C", "C", "C", "N", "C", "C", "C", "C", "C", "N", "H", "H", "H", "H", "H", "H", "H", "H", "H", "H", "H", "H", "H", "H", "H", "H", "H", "H", "O", "C", "O", "C", "C", "C", "C", "C", "N", "C", "O", "O", "H", "H", "H", "Se"],
  "positions_angstrom": [[-0.588, -0.002, -1.221], [0.522, 0.145, 2.173], [0.366, -0.668, 0.956], [-0.624, -1.730, 1.175], [-0.644, -2.676, 0.005], [-0.326, -4.025, 0.123], [-0.330, -4.821, -1.012], [-0.697, -4.256, -2.223], [-1.000, -2.902, -2.261], [-0.942, -2.133, -1.177], [1.677, -1.263, 0.676], [2.052, -1.359, -0.780], [3.249, -1.988, -1.110], [3.727, -1.918, -2.405], [2.979, -1.219, -3.339], [1.780, -0.654, -2.945], [1.304, -0.743, -1.695], [-0.661, 0.908, 2.692], [-0.698, 1.240, 4.048], [-1.688, 2.090, 4.504], [-2.633, 2.553, 3.602], [-2.541, 2.131, 2.287], [-1.574, 1.343, 1.838], [1.278, 0.907, 1.926], [0.906, -0.490, 2.990], [-1.611, -1.256, 1.267], [-0.400, -2.290, 2.099], [-0.078, -4.448, 1.084], [-0.053, -5.862, -0.949], [-0.744, -4.850, -3.121], [-1.297, -2.407, -3.183], [1.778, -2.246, 1.164], [2.445, -0.604, 1.099], [3.802, -2.498, -0.337], [4.662, -2.387, -2.672], [3.314, -1.099, -4.357], [1.181, -0.107, -3.665], [0.053, 0.863, 4.727], [-1.729, 2.384, 5.544], [-3.417, 3.231, 3.901], [-3.273, 2.450, 1.557], [2.316, 1.529, 0.303], [1.982, 1.911, -0.833], [2.495, 1.702, -1.925], [0.629, 2.698, -0.790], [0.493, 4.070, -0.586], [-0.775, 4.614, -0.490], [-1.888, 3.782, -0.548], [-1.673, 2.423, -0.690], [-0.442, 1.915, -0.821], [-2.757, 1.343, -0.657], [-3.932, 1.620, -0.688], [-2.253, 0.159, -0.516], [1.376, 4.686, -0.524], [-0.899, 5.676, -0.357], [-2.893, 4.164, -0.465], [-1.303, 0.365, -3.397]],
  "atomic_forces_ev_per_a": [[-0.217, -1.247, -3.547], [0.298, 0.448, 0.168], [-0.205, -0.172, -0.266], [-0.367, -0.269, 0.306], [0.046, -0.579, 0.299], [-0.156, 0.151, -0.012], [-0.078, 0.214, -0.063], [-0.011, 0.111, 0.205], [-0.143, -0.429, -0.453], [-0.015, -0.397, 0.239], [0.533, -0.021, 0.079], [0.519, -0.266, 0.136], [-0.218, 0.106, 0.046], [-0.291, 0.065, 0.062], [-0.087, -0.077, 0.236], [0.506, -0.051, -0.831], [1.056, -0.372, -0.098], [-0.174, -0.025, 0.243], [-0.037, 0.036, -0.067], [-0.053, -0.045, -0.129], [0.048, -0.012, 0.006], [-0.155, 0.183, 0.356], [0.209, -0.065, 0.261], [-0.083, -0.303, 0.058], [-0.006, 0.038, -0.166], [0.198, -0.154, 0.090], [-0.036, 0.100, -0.152], [0.043, 0.061, 0.105], [-0.021, -0.090, 0.005], [-0.012, 0.014, -0.117], [0.142, 0.012, 0.203], [-0.029, 0.137, -0.083], [-0.177, -0.109, -0.074], [0.092, -0.028, 0.106], [0.065, -0.018, -0.017], [-0.017, 0.025, -0.066], [0.051, -0.113, 0.331], [0.100, -0.077, 0.032], [0.027, 0.006, 0.053], [-0.097, 0.001, 0.044], [-0.110, 0.043, -0.015], [0.273, -0.124, 0.437], [-0.587, 0.833, 0.057], [0.182, 0.332, -0.483], [0.940, -0.248, 0.247], [-0.120, -0.019, -0.189], [0.283, -0.263, -0.032], [-0.072, -0.615, -0.112], [-0.606, 0.582, 0.031], [0.028, 2.019, 0.520], [-0.807, 1.587, 0.175], [0.309, -0.050, 0.023], [-1.457, -0.719, 0.953], [0.074, 0.019, -0.008], [-0.025, 0.167, 0.026], [-0.108, -0.056, -0.017], [0.555, -0.279, 0.856]]
}

{
  "formula": "F2H2SSi",
  "method": "ωB97M-V/def2-TZVPD",
  "orbital_gap_ev": 10.863,
  "charge": 0,
  "spin_multiplicity": 1,
  "e_tot_ev": -24183.967,
  "relative_energy_kcal_mol": 0.00,
  "lumo_ha": 0.0229,
  "elements": ["F", "Si", "F", "S", "H", "H"],
  "positions_angstrom": [[1.349, 1.363, 0.158], [0.781, -0.100, -0.137], [1.705, -1.250, 0.510], [-1.284, 0.089, 0.334], [0.671, -0.790, -1.384], [-1.698, -1.131, 0.377]],
  "atomic_forces_ev_per_a": [[-0.002, -0.736, -0.415], [-0.544, -1.246, 0.375], [-0.264, 0.916, 0.721], [0.348, 2.059, 0.782], [0.506, 0.602, -1.311], [-0.044, -1.595, -0.153]]
}

{
  "formula": "C9H8BrFN2",
  "method": "ωB97M-V/def2-TZVPD",
  "orbital_gap_ev": 9.759,
  "charge": 0,
  "spin_multiplicity": 1,
  "e_tot_ev": -85199.436,
  "relative_energy_kcal_mol": 79.32,
  "lumo_ha": 0.0146,
  "elements": ["H", "N", "C", "C", "C", "N", "C", "C", "Br", "C", "C", "C", "C", "F", "H", "H", "H", "H", "H", "H", "H"],
  "positions_angstrom": [[-2.988, 2.248, 0.472], [-2.014, 2.055, 0.015], [-1.205, 1.340, 0.626], [0.152, 1.069, -0.045], [0.830, 2.251, -0.167], [2.123, 2.233, -0.278], [2.777, 1.134, -0.171], [2.244, -0.137, -0.079], [3.405, -1.499, 0.087], [0.846, -0.179, -0.064], [0.055, -1.441, 0.325], [-1.040, -1.682, -0.684], [-2.050, -2.457, -0.510], [-2.154, -3.409, 0.352], [-1.587, 1.256, 1.736], [0.294, 3.186, -0.184], [3.999, 1.203, -0.168], [0.758, -2.323, 0.191], [-0.400, -1.477, 1.329], [-1.052, -1.033, -1.586], [-2.995, -2.338, -1.197]],
  "atomic_forces_ev_per_a": [[2.677, -0.376, -0.480], [-3.469, 1.306, -1.744], [-0.928, -0.406, 1.967], [-0.909, -1.003, 2.219], [-0.579, -0.412, -0.635], [1.342, 2.171, -0.160], [4.754, -0.549, -0.388], [-2.278, 1.816, -0.501], [1.013, -1.891, 0.150], [-1.106, 0.001, 2.252], [1.331, -1.449, -1.722], [1.517, 2.513, -0.482], [-3.854, 0.487, -3.750], [-0.163, -1.375, 2.147], [2.015, -1.286, -1.549], [0.046, 0.241, 0.083], [-3.128, -0.050, -0.023], [-0.585, 0.956, 0.719], [0.619, 0.390, -0.248], [-0.239, -0.417, 0.871], [1.926, -0.669, 1.275]]
}

{
  "formula": "C33H36BCl3F5N8OS2SiTb",
  "method": "ωB97M-V/def2-TZVPD",
  "orbital_gap_ev": [5.838, 5.845],
  "charge": -2,
  "s2": 12.680,
  "spin_multiplicity": 7,
  "e_tot_ev": -152598.358,
  "lumo_ha": [0.1448, 0.1448],
  "elements": ["Tb", "C", "C", "C", "C", "C", "N", "N", "B", "N", "N", "C", "C", "C", "C", "C", "N", "N", "C", "C", "C", "C", "C", "H", "H", "H", "H", "H", "H", "H", "H", "H", "H", "H", "H", "H", "H", "H", "H", "H", "H", "H", "H", "H", "H", "C", "C", "N", "N", "C", "S", "S", "C", "C", "C", "C", "C", "C", "C", "C", "C", "C", "C", "C", "C", "O", "H", "H", "H", "H", "H", "H", "H", "H", "H", "H", "H", "H", "H", "H", "Cl", "Si", "Cl", "Cl", "F", "C", "F", "C", "F", "F", "F"],
  "positions_angstrom": [[0.522, 0.305, -1.073], [-0.124, -3.598, 0.096], [0.884, -2.855, 0.900], [1.487, -3.332, 2.073], [2.398, -2.363, 2.435], [3.325, -2.368, 3.607], [2.327, -1.377, 1.524], [1.385, -1.659, 0.585], [3.299, -0.184, 1.444], [2.592, 1.106, 1.865], [1.429, 1.505, 1.304], [1.041, 2.597, 1.962], [-0.198, 3.365, 1.651], [1.969, 2.898, 2.970], [2.944, 1.929, 2.871], [4.180, 1.784, 3.697], [3.903, -0.098, 0.032], [3.178, -0.110, -1.117], [4.058, -0.113, -2.119], [3.691, -0.118, -3.562], [5.362, -0.110, -1.612], [5.219, -0.097, -0.242], [6.307, -0.042, 0.781], [-0.066, -4.660, 0.335], [0.045, -3.461, -0.971], [-1.135, -3.251, 0.306], [1.281, -4.263, 2.575], [3.130, -3.252, 4.214], [3.181, -1.481, 4.226], [4.368, -2.388, 3.289], [4.192, -0.388, 2.207], [-0.717, 2.920, 0.812], [0.052, 4.395, 1.403], [-0.871, 3.369, 2.512], [1.933, 3.721, 3.666], [4.189, 2.563, 4.458], [5.076, 1.888, 3.082], [4.224, 0.812, 4.191], [2.982, -0.909, -3.772], [4.582, -0.288, -4.166], [3.250, 0.833, -3.866], [6.279, -0.104, -2.178], [7.269, -0.028, 0.270], [6.278, -0.902, 1.452], [6.219, 0.862, 1.385], [-1.585, 3.834, -1.999], [-2.174, 2.482, -1.730], [-2.086, 1.587, -2.645], [-2.983, 0.593, -2.700], [-2.948, -0.621, -2.326], [-1.776, -1.561, -1.523], [-4.512, -1.470, -2.737], [-5.482, -1.100, -1.201], [-5.465, -2.224, -0.206], [-4.549, -2.255, 0.842], [-4.521, -3.329, 1.721], [-5.409, -4.384, 1.571], [-6.330, -4.360, 0.533], [-6.358, -3.286, -0.343], [-2.937, 2.257, -0.477], [-4.120, 2.911, -0.181], [-4.822, 2.635, 0.987], [-4.317, 1.682, 1.863], [-3.125, 1.032, 1.597], [-2.386, 1.305, 0.428], [-1.235, 0.749, 0.201], [-0.902, 3.789, -2.847], [-1.072, 4.239, -1.130], [-2.401, 4.521, -2.250], [-6.498, -0.925, -1.554], [-5.073, -0.173, -0.800], [-3.851, -1.439, 0.953], [-3.793, -3.348, 2.524], [-5.390, -5.220, 2.260], [-7.022, -5.185, 0.402], [-7.074, -3.270, -1.159], [-4.513, 3.637, -0.885], [-5.750, 3.150, 1.208], [-4.858, 1.447, 2.774], [-2.726, 0.300, 2.289], [1.460, 5.011, -0.827], [1.874, 2.990, -1.535], [2.323, 3.575, -3.566], [3.920, 3.029, -0.804], [0.726, 0.719, -3.579], [0.082, -0.563, -3.733], [0.952, -1.354, -2.864], [0.392, -0.998, -5.141], [0.065, -2.298, -5.305], [1.683, -0.889, -5.604], [-0.350, -0.274, -6.003]],
  "atomic_forces_ev_per_a": [[-0.943, -0.971, 1.022], [0.005, 0.107, -0.007], [0.142, -0.032, 0.120], [-0.023, 0.035, -0.025], [-0.093, -0.184, -0.012], [0.011, 0.105, -0.092], [0.124, -0.016, 0.172], [-0.264, -0.039, -0.211], [-0.286, 0.026, -0.301], [0.254, 0.060, 0.240], [-0.114, -0.055, -0.456], [0.024, 0.009, 0.036], [0.040, -0.035, 0.015], [0.010, -0.029, -0.017], [-0.152, 0.139, 0.054], [-0.050, -0.092, -0.093], [0.235, -0.141, 0.193], [-0.264, 0.250, -0.190], [0.166, -0.011, 0.011], [-0.047, 0.008, 0.064], [-0.090, -0.063, 0.037], [0.074, 0.024, -0.203], [-0.161, -0.019, 0.018], [0.029, -0.009, -0.009], [-0.038, -0.027, -0.014], [-0.041, -0.030, -0.024], [0.023, -0.006, 0.005], [-0.017, -0.007, 0.008], [0.037, -0.014, 0.021], [0.003, 0.012, 0.045], [0.056, 0.038, 0.073], [-0.003, 0.086, -0.013], [0.001, 0.003, 0.029], [-0.048, -0.063, -0.032], [0.017, 0.013, -0.015], [0.018, 0.016, -0.002], [0.023, -0.005, 0.042], [0.043, 0.012, 0.003], [0.020, 0.041, -0.028], [0.041, 0.029, 0.030], [-0.045, -0.046, -0.007], [0.007, 0.018, 0.008], [0.014, 0.011, 0.006], [0.028, 0.023, 0.024], [0.054, -0.022, 0.027], [0.177, -0.139, 0.109], [-0.222, -0.120, -0.043], [0.590, 0.177, -0.281], [-0.985, -0.038, 0.041], [0.127, 0.272, -0.018], [0.114, -0.302, 0.213], [-0.138, 0.001, 0.307], [0.347, -0.145, -0.429], [-0.019, 0.004, -0.014], [-0.063, -0.043, -0.053], [0.021, 0.016, 0.026], [-0.029, -0.048, 0.038], [-0.040, -0.024, -0.014], [0.042, 0.022, 0.015], [0.054, -0.211, -0.004], [-0.018, -0.023, 0.019], [-0.088, 0.031, 0.024], [-0.036, 0.054, 0.001], [0.140, -0.082, -0.007], [-0.307, 0.068, -0.030], [0.613, 0.427, -0.015], [-0.001, 0.014, 0.000], [0.001, 0.039, -0.019], [-0.008, 0.005, 0.007], [-0.032, 0.079, 0.075], [-0.049, 0.023, 0.065], [0.088, 0.041, -0.039], [-0.002, 0.033, -0.017], [0.031, 0.000, -0.019], [-0.012, 0.025, 0.008], [0.013, -0.015, -0.006], [0.020, -0.004, -0.015], [0.002, -0.016, -0.018], [0.004, -0.014, -0.002], [0.043, 0.021, -0.011], [-0.117, -0.131, 0.009], [0.917, 1.019, -0.188], [-0.134, -0.152, 0.000], [-0.203, -0.096, 0.046], [0.365, 0.118, 0.025], [-0.359, 0.160, -0.025], [0.301, -0.138, -0.295], [0.087, -0.092, -0.165], [0.047, 0.150, 0.035], [-0.222, -0.029, 0.038], [0.123, -0.079, 0.076]]
}

Which of these has the lowest charge?
C33H36BCl3F5N8OS2SiTb

Number 4 is which compound?
C33H36BCl3F5N8OS2SiTb